# C14H29BN2O5

A cluster of 2 separate species, C14H29BN2O5 in total at a distorted geometry (ωB97M-V/def2-TZVPD, the Open Molecules 2025 dataset).

Output
Kohn-Sham gap: 1.846 eV
E_tot: -1061.310968 Eh
E_HOMO: -6.3 eV
Multiplicity: 1

Element x y z (Å)
C: 5.33087 3.66787 -0.84185
C: 4.44731 4.77495 -0.29566
O: 3.07763 4.41258 -0.30490
B: 2.39168 4.51266 -1.48584
O: 2.68830 5.54736 -2.32992
N: 1.39846 3.49848 -1.90501
C: 0.06170 3.52533 -1.25820
C: -0.21733 2.28583 -0.40620
C: -0.20154 4.80276 -0.45419
O: -0.01371 4.78056 0.77564
O: -0.59614 5.78665 -1.11286
H: 6.33908 4.06195 -0.95609
H: 4.98315 3.31433 -1.80856
H: 5.37821 2.85165 -0.12709
H: 4.63048 5.71863 -0.80459
H: 4.71814 4.92812 0.74796
H: 1.93856 5.70505 -2.91213
H: 1.82560 2.60476 -1.69065
H: -0.67104 3.54733 -2.06495
H: 0.71092 1.85801 -0.03432
H: -0.86046 2.55309 0.42445
H: -0.73082 1.53456 -1.01172
C: 0.61038 -4.45176 1.53744
C: -0.76981 -3.80939 1.34037
C: -1.03760 -2.71970 2.39093
C: -2.31066 -1.91263 2.13476
C: -2.32241 -1.31380 0.72931
C: -2.06045 -2.32147 -0.39472
N: -0.83970 -3.11857 -0.01000
O: 0.18285 -2.56795 -0.31365
C: -3.29245 -3.22139 -0.62005
C: -1.82285 -1.59208 -1.70876
C: -1.80810 -4.93495 1.47470
H: 1.31390 -4.19039 0.74987
H: 1.04824 -4.12555 2.47820
H: 0.54055 -5.53608 1.55109
H: -0.18138 -2.03835 2.42154
H: -1.08600 -3.21072 3.36228
H: -3.19654 -2.53034 2.29744
H: -2.36995 -1.10365 2.86286
H: -3.28617 -0.84452 0.53460
H: -1.57628 -0.51394 0.68688
H: -3.03133 -4.12135 -1.17718
H: -4.02633 -2.67632 -1.20676
H: -3.79170 -3.51525 0.29875
H: -1.03575 -0.84388 -1.63844
H: -2.73381 -1.07063 -1.98860
H: -1.57265 -2.28034 -2.51728
H: -1.56640 -5.51979 2.35892
H: -1.78031 -5.60290 0.61373
H: -2.82641 -4.58485 1.60844

Cartesian forces, eV/Å:
0.07 0.34 0.17
0.11 0.14 0.57
0.55 -0.70 -0.42
-0.57 0.17 -0.24
0.03 0.37 0.14
0.23 0.12 0.75
-0.29 -0.38 -0.35
0.00 -0.15 -0.40
-0.12 0.85 0.06
0.11 -0.43 0.45
0.10 0.09 -0.45
0.16 -0.05 -0.10
-0.03 -0.07 -0.13
-0.10 -0.27 -0.08
-0.18 0.06 -0.26
-0.04 0.12 0.13
0.05 -0.13 -0.19
-0.09 -0.13 0.01
-0.18 0.05 -0.07
0.07 -0.02 0.28
0.02 0.01 0.22
0.04 -0.21 -0.08
0.31 0.16 -0.31
-0.29 -2.11 0.41
-0.16 0.89 -0.18
-0.02 -0.26 -0.15
0.49 0.28 0.90
-1.88 -0.64 -1.45
0.53 2.92 2.02
0.30 -0.82 -0.96
0.10 -0.32 0.29
0.67 0.22 -0.10
-0.29 0.15 -0.21
-0.01 0.11 0.06
-0.02 0.02 0.03
-0.09 -0.02 0.02
0.05 -0.06 -0.09
0.04 -0.17 -0.05
0.01 -0.02 0.01
0.01 0.02 -0.01
-0.03 -0.07 -0.20
0.08 -0.07 -0.18
-0.01 0.00 -0.02
0.08 0.11 -0.05
0.05 -0.01 0.00
0.04 -0.04 0.03
-0.09 -0.02 0.10
-0.02 -0.07 0.04
0.14 0.03 0.02
0.03 -0.04 0.02
0.03 0.03 -0.04


# C14H29BN6O2S2W

A structure of composition C14H29BN6O2S2W (ωB97M-V/def2-TZVPD, the Open Molecules 2025 dataset).

Output
Kohn-Sham gap: 6.106 eV
Relative energy (zero: lowest compared OMol25 entry of this formula, charge and spin): 2.8 kcal/mol
E_tot: -1918.372606 Eh
E_HOMO: -5.8 eV
Multiplicity: 1

Element x y z (Å)
W: 0.11997 0.71981 -0.41754
C: -3.04059 0.50942 2.75183
N: -1.71084 0.75144 3.27751
C: -1.26713 0.32419 4.51432
C: -0.04970 0.88024 4.69216
N: 0.24164 1.64852 3.59000
B: 1.49092 2.56535 3.49852
N: 2.50770 2.09205 2.39738
C: 3.58204 2.90842 2.12402
C: 4.37431 2.28755 1.22594
N: 3.77729 1.07972 0.95053
C: 4.20769 0.15387 -0.07842
C: 2.62759 0.98439 1.66025
S: 1.54765 -0.35878 1.47615
C: -0.77000 1.55428 2.72337
S: -0.92790 2.27336 1.13841
H: -3.34197 -0.50993 2.98912
H: -3.02578 0.66304 1.67642
H: -3.75842 1.20515 3.18640
H: -1.85780 -0.31751 5.14298
H: 0.64277 0.80205 5.50974
H: 1.15610 3.68728 3.21622
H: 2.04616 2.50407 4.57074
H: 3.68522 3.86475 2.60391
H: 5.29514 2.58693 0.75967
H: 5.23864 0.38728 -0.33518
H: 3.56896 0.27183 -0.95302
H: 4.14543 -0.86526 0.29373
N: -1.20784 -1.11334 0.42881
C: -0.73285 -2.36965 -0.16794
C: -0.50889 -2.13458 -1.65168
N: 0.43840 -1.02066 -1.83283
H: -1.19530 -1.15474 1.44216
H: -2.14659 -0.88778 0.11117
H: -1.43057 -3.19856 -0.02133
H: 0.20989 -2.63139 0.31651
H: -1.44587 -1.83337 -2.11931
H: -0.15957 -3.04992 -2.13421
H: 0.30680 -0.60140 -2.74876
H: 1.39822 -1.33713 -1.74571
C: -2.85477 1.27317 -3.51502
C: -2.43652 1.66783 -2.09766
C: -1.89353 3.09373 -2.11042
C: -3.64572 1.56092 -1.16829
O: -1.43592 0.74460 -1.70998
H: -3.64547 1.92319 -3.89567
H: -3.21794 0.24283 -3.52211
H: -1.99636 1.34067 -4.18583
H: -2.63415 3.78489 -2.51963
H: -0.99359 3.13715 -2.72650
H: -1.63234 3.43109 -1.10783
H: -4.46754 2.19042 -1.51687
H: -3.37711 1.87703 -0.16056
H: -4.00291 0.52619 -1.14423
O: 1.49816 1.48073 -1.08008

Cartesian forces, eV/Å:
-0.11 0.01 -0.07
0.00 0.01 0.00
-0.02 -0.01 0.00
0.04 0.01 0.02
-0.04 -0.01 0.01
-0.04 0.02 -0.04
0.02 0.03 -0.02
0.04 -0.03 0.00
0.02 0.02 0.01
-0.02 -0.03 -0.01
-0.01 -0.01 0.00
0.00 0.02 0.01
0.01 0.03 -0.02
0.04 -0.02 0.02
0.00 0.03 0.01
0.03 -0.11 0.06
0.00 -0.01 -0.01
-0.01 0.00 0.00
0.01 0.00 0.01
0.00 -0.01 -0.01
0.00 0.00 0.01
-0.01 -0.01 0.00
-0.01 -0.01 0.01
0.00 0.00 0.00
0.00 0.01 0.00
0.00 0.00 0.00
0.01 -0.01 0.00
0.00 0.00 0.00
-0.04 0.04 0.02
0.04 0.01 -0.09
0.00 -0.01 0.07
-0.01 -0.07 0.03
0.02 0.01 0.00
-0.01 -0.04 0.00
-0.01 0.00 0.00
-0.01 0.01 0.01
0.00 0.02 0.00
-0.01 0.00 0.00
0.01 0.01 0.00
-0.01 0.00 -0.01
0.00 0.00 0.01
0.01 0.00 -0.03
0.01 0.00 -0.01
-0.01 -0.01 -0.01
0.00 0.05 0.04
0.00 0.00 0.00
0.00 0.00 0.00
0.00 0.00 0.00
0.00 0.00 0.00
0.00 0.01 0.00
-0.01 -0.01 0.00
0.00 0.00 0.00
0.01 0.00 0.00
0.00 0.00 0.01
0.07 0.06 0.00


# C14H29ClN2O3

A cluster of 2 separate species, C14H29ClN2O3 in total at a distorted geometry (ωB97M-V/def2-TZVPD, the Open Molecules 2025 dataset).

Output
Kohn-Sham gap: 4.588 eV
E_tot: -1346.080222 Eh
E_HOMO: -5.4 eV
Multiplicity: 1

Element x y z (Å)
C: 1.79779 -0.87803 3.42911
O: 0.72614 -0.44963 2.56872
C: -0.26505 -1.44820 2.42742
C: -1.61232 -0.88294 1.92538
N: -2.57831 -1.97827 2.02772
C: -1.31661 -0.55549 0.41353
C: -0.82436 0.89247 0.32357
O: -0.99742 1.60482 -0.84035
C: -0.75961 0.81688 -2.02848
C: 0.67659 0.25566 -2.14877
C: 1.53922 1.34080 -2.88163
C: 0.80442 -1.03215 -3.01069
C: -0.22217 -2.14233 -2.69727
C: 2.21886 -1.64363 -2.70981
N: -1.46682 1.56217 1.50441
C: -0.62162 2.39975 2.41063
C: 0.11810 3.54857 1.71726
O: -0.07865 3.91649 0.61613
C: -2.07148 0.51530 2.40768
H: 1.82440 -1.97375 3.46293
H: 1.60324 -0.50447 4.44450
H: 2.73514 -0.47453 3.03959
H: 0.08568 -2.15127 1.64773
H: -0.37664 -2.06795 3.33527
H: -3.20740 -1.89324 1.23273
H: -2.05284 -2.83815 1.88741
H: -0.67683 -1.25010 -0.12634
H: -2.31159 -0.50523 -0.07505
H: 0.25262 0.98410 0.55356
H: -0.90034 1.50712 -2.86635
H: -1.54959 0.05825 -2.16104
H: 1.17832 0.07029 -1.18455
H: 1.69525 2.23374 -2.26433
H: 1.00921 1.62007 -3.79965
H: 2.52841 0.91397 -3.24605
H: 0.82847 -0.74379 -4.06877
H: -0.03089 -2.96204 -3.40826
H: -0.03518 -2.58732 -1.70880
H: -1.27225 -1.86021 -2.84495
H: 2.79455 -1.81272 -3.62490
H: 2.78872 -1.03558 -2.00016
H: 2.11093 -2.63745 -2.24123
H: -2.18658 2.19146 1.13269
H: 0.09877 1.82259 2.99895
H: -1.30410 2.87056 3.13489
H: 0.86299 4.09316 2.34539
H: -3.15049 0.54167 2.18522
H: -2.01540 0.74691 3.47153
Cl: 3.60672 1.80164 -4.70653

Cartesian forces, eV/Å:
-0.41 0.09 -0.01
-0.17 -0.07 0.39
0.13 -0.38 0.28
2.08 -0.19 -1.95
0.11 0.84 0.13
-1.57 1.31 -0.10
2.96 -0.73 0.00
-1.29 -0.12 0.29
0.16 -0.49 -0.73
0.29 0.92 -0.98
-0.07 -1.38 0.62
0.67 -0.37 1.18
0.28 -0.16 -0.98
-0.32 -0.45 -0.05
-0.24 0.78 1.41
0.64 1.20 -0.07
0.50 -0.03 1.39
-0.63 0.17 -1.49
-2.07 -1.26 -0.44
0.26 0.22 -0.06
0.18 -0.09 -0.17
-0.16 -0.11 0.09
-0.22 0.06 0.23
-0.15 0.56 0.07
-0.14 -0.24 0.22
-0.29 -0.03 0.09
-0.09 0.03 0.19
0.34 -0.35 -0.11
-0.26 -0.56 0.23
-0.03 0.07 0.36
0.20 0.12 0.47
-0.56 -0.12 0.05
0.07 -0.16 -0.15
0.20 0.06 0.16
-1.33 0.75 0.84
-0.48 -0.07 0.19
-0.13 0.13 0.20
-0.26 0.31 -0.07
0.17 -0.03 0.25
0.05 0.32 0.23
0.06 0.04 -0.41
-0.04 0.26 -0.09
0.01 -0.18 -0.08
-0.28 -0.39 -0.47
0.12 -0.11 -0.17
-0.21 -0.43 0.19
0.23 -0.10 0.12
0.59 0.05 -0.23
1.09 0.31 -1.05


# C14H29INOP2Rh

A structure of composition C14H29INOP2Rh at a distorted geometry (ωB97M-V/def2-TZVPD, the Open Molecules 2025 dataset).

Output
Kohn-Sham gap (alpha / beta): 6.938 / 5.225 eV
Expectation value of S²: 6.0449
Relative energy (zero: lowest compared OMol25 entry of this formula, charge and spin): 56.1 kcal/mol
E_tot: -1770.952578 Eh
Net charge: +2
E_HOMO (alpha / beta): -14.1 / -15.4 eV
Multiplicity: 5

Element x y z (Å)
C: 2.89160 -1.10028 -0.22015
I: -2.03795 -0.33473 -1.05365
H: 3.29507 -1.32907 -1.21918
H: 2.97007 -1.98023 0.43345
H: 3.40693 -0.23656 0.22339
Rh: 0.99911 -0.65882 -0.41441
P: 0.29395 -2.87904 -0.61059
C: -0.32376 -3.57190 0.96148
C: -1.07705 -3.24610 -1.77471
H: -1.09715 -4.31391 -2.01975
H: 1.16952 -5.03401 -1.30536
H: -0.93390 -2.67948 -2.69933
H: 2.01021 -3.67071 -2.11145
H: -1.21570 -3.03418 1.29507
H: -2.04291 -2.95734 -1.33630
C: 1.59661 -4.02811 -1.15669
H: -0.59724 -4.62882 0.83169
H: 2.39508 -4.07080 -0.40331
H: 0.45604 -3.50374 1.73111
P: 1.38165 1.69811 -0.71013
C: 1.26701 2.75902 0.80832
C: 3.06180 2.09699 -1.35148
H: 0.17812 1.85647 -2.88588
H: 0.82307 3.49250 -2.33561
H: -0.58550 2.75275 -1.55183
C: 0.37335 2.52588 -2.02566
H: 3.26093 1.49426 -2.25880
H: 3.09212 3.17934 -1.60478
H: 1.50264 3.77560 0.57849
H: 1.93498 2.31339 1.54073
H: 3.79264 1.85798 -0.55759
H: 0.22520 2.69072 1.19061
C: 1.00278 -0.68705 1.39677
O: 1.12624 -0.66258 2.55082
C: -2.75165 2.86577 -0.96380
C: -1.82024 2.36902 0.18692
C: -2.33351 2.74462 1.41582
C: -2.14915 1.77935 2.43930
C: -1.56604 0.59962 1.95770
C: -1.94890 -0.67466 2.63564
N: -1.04340 0.68635 0.71374
H: -3.82619 2.66664 -0.63509
H: -2.59663 2.46629 -1.99468
H: -2.65887 4.01551 -1.05331
H: -2.97947 3.66322 1.54935
H: -2.71522 1.73115 3.37928
H: -2.01563 -0.35149 3.68754
H: -2.94157 -0.91894 2.21998
H: -1.24909 -1.52802 2.52634

Cartesian forces, eV/Å:
1.63 -0.75 0.12
-0.21 -1.11 -1.25
-0.09 0.19 0.22
0.34 0.35 -0.25
0.03 -0.38 -0.23
-3.52 1.84 -3.33
-0.34 -1.88 -0.38
0.18 -0.16 0.00
0.00 -0.05 -0.11
0.10 0.14 0.13
0.22 0.38 0.12
-0.02 -0.13 0.05
-0.07 -0.15 0.30
0.15 -0.10 -0.16
0.43 -0.36 -0.14
0.04 -0.09 0.00
0.12 0.27 -0.03
-0.16 -0.07 -0.29
-0.19 -0.04 -0.11
1.34 1.52 -1.11
-1.19 -1.51 -0.38
-0.10 -0.09 0.25
0.31 0.42 0.43
-0.07 -0.72 0.14
0.35 0.01 -0.47
-0.37 -0.07 0.40
-0.01 0.35 0.49
0.14 -0.73 0.23
0.35 0.63 -0.09
0.18 0.24 0.16
-0.09 0.23 -0.56
1.02 0.22 -0.13
0.44 -0.05 7.55
-0.05 -0.18 -3.16
-0.19 0.47 -0.48
-0.95 -0.92 0.71
0.02 -0.34 2.61
-1.70 2.26 -0.44
0.34 -1.02 -2.33
1.02 0.29 0.56
-1.62 3.39 0.39
1.35 0.12 -0.53
0.00 0.18 1.05
0.09 -1.71 0.41
0.95 -1.16 -0.16
0.47 0.48 -0.37
-0.28 -0.87 -0.19
0.23 -0.07 0.31
-0.60 0.74 0.07